A) DFT (the ωB97M-V functional and the def2-TZVPD basis) results for a cluster of 2 separate species, C5H15N2 in total.

Charge: +1
Multiplicity: 1
Orbital gap (eV): 10.84
E_HOMO (Ha): -0.541

Geometry (Å):
1 C 0.31 -2.46 -0.32
2 C -2.32 0.38 -0.88
3 C -1.44 -0.61 -0.12
4 C -0.43 -1.33 -1.02
5 H 0.81 -2.12 0.59
6 H 1.04 -2.93 -0.98
7 H -0.40 -3.22 0.00
8 H -3.14 0.73 -0.26
9 H -2.73 -0.06 -1.78
10 H -1.76 1.28 -1.17
11 H -2.08 -1.34 0.36
12 H -0.92 -0.13 0.71
13 H -0.99 -1.77 -1.85
14 H 0.27 -0.63 -1.50
15 N 1.65 0.67 0.64
16 C 1.59 1.97 0.66
17 N 2.05 2.72 1.64
18 H 2.00 0.13 1.42
19 H 1.16 0.15 -0.08
20 H 1.14 2.49 -0.19
21 H 2.00 3.72 1.54
22 H 2.15 2.36 2.58

***

B) DFT (the ωB97M-V functional and the def2-TZVPD basis) results for the ion C5H15N2 with charge +1.

Charge: +1
Multiplicity: 1
Orbital gap (eV): 10.00
E_HOMO (Ha): -0.487
SMILES string: CC[C@H]([NH3+])CNC

Geometry (Å):
1 C 0.85 0.71 -0.46
2 N 0.72 0.30 -1.86
3 C 1.97 -0.26 -2.39
4 C -0.48 0.33 0.27
5 N -0.92 -1.00 -0.23
6 C -1.62 -0.07 2.50
7 C -0.39 0.48 1.77
8 H 1.64 0.12 -0.03
9 H 0.89 1.80 -0.37
10 H 0.44 1.07 -2.44
11 H 2.53 -0.77 -1.62
12 H 2.67 0.39 -2.92
13 H 1.78 -0.97 -3.18
14 H -1.16 1.06 -0.17
15 H -0.22 -1.73 -0.09
16 H -1.17 -0.95 -1.22
17 H -1.77 -1.28 0.27
18 H -2.52 0.02 1.90
19 H -1.76 0.38 3.48
20 H -1.62 -1.15 2.70
21 H -0.38 1.54 2.00
22 H 0.53 -0.02 2.10

***

C) DFT (the ωB97M-V functional and the def2-TZVPD basis) results for a cluster of 2 separate species, C5H15N2 in total.

Charge: +1
Multiplicity: 1
Orbital gap (eV): 5.95
E_HOMO (Ha): -0.510

Geometry (Å):
1 N -2.70 -0.61 0.42
2 C -2.14 0.46 -0.43
3 C -1.11 1.27 0.26
4 N 1.52 0.13 0.61
5 C 1.73 -1.04 -0.35
6 C 0.53 -1.99 -0.25
7 C 2.17 1.37 0.09
8 H 0.59 0.47 0.69
9 H -3.57 -0.31 0.82
10 H -2.14 -0.53 1.30
11 H -3.04 1.04 -0.76
12 H -1.83 -0.17 -1.23
13 H -0.79 2.27 -0.25
14 H -1.20 1.38 1.42
15 H 1.69 -0.64 -1.42
16 H 2.70 -1.49 -0.20
17 H 0.22 -2.44 0.73
18 H 0.54 -2.82 -0.95
19 H -0.29 -1.41 -0.42
20 H 1.97 2.20 0.79
21 H 3.29 1.20 0.09
22 H 1.85 1.66 -0.97

***

D) DFT (the ωB97M-V functional and the def2-TZVPD basis) results for a cluster of 2 separate species, C5H15N2 in total.

Charge: +1
Multiplicity: 1
Orbital gap (eV): 10.96
E_HOMO (Ha): -0.503

Geometry (Å):
1 C -3.08 -0.75 0.07
2 C 0.59 -0.47 -1.11
3 C 2.38 -0.58 0.69
4 C 1.27 1.53 0.04
5 C -2.97 0.26 -0.76
6 N -0.01 -0.09 1.11
7 N 1.08 0.10 0.23
8 H -2.99 -1.84 -0.36
9 H -0.78 -0.75 1.09
10 H -3.12 -0.65 1.24
11 H 1.17 0.10 -1.92
12 H 0.55 -1.63 -1.10
13 H -0.52 -0.22 -1.18
14 H 2.79 -1.26 -0.14
15 H 3.13 0.21 0.85
16 H 2.13 -1.17 1.46
17 H 1.56 2.13 0.95
18 H 2.07 1.75 -0.62
19 H 0.35 1.91 -0.31
20 H -2.82 -0.02 -1.78
21 H -2.96 1.31 -0.52
22 H 0.18 0.12 2.07

***

Least stable: C)

***

A) DFT (the ωB97M-V functional and the def2-TZVPD basis) results for the ion C5H15N2 with charge +1.

Charge: +1
Multiplicity: 1
Orbital gap (eV): 10.64
E_HOMO (Ha): -0.506
SMILES string: CCNC[C@H](C)[NH3+]

Geometry (Å):
1 N 1.31 -0.38 1.06
2 C 1.30 -0.88 -0.38
3 C 0.62 -2.21 -0.42
4 C 0.69 0.27 -1.20
5 N -0.18 1.11 -0.40
6 C -1.49 0.60 0.03
7 C -2.09 1.54 1.10
8 H 0.55 -0.84 1.56
9 H 2.19 -0.46 1.56
10 H 0.96 0.61 0.93
11 H 2.33 -0.91 -0.70
12 H 0.85 -2.84 0.44
13 H 0.82 -2.84 -1.29
14 H -0.48 -2.22 -0.48
15 H 1.50 0.93 -1.54
16 H 0.32 -0.07 -2.17
17 H -0.31 2.04 -0.77
18 H -2.23 0.51 -0.78
19 H -1.37 -0.40 0.44
20 H -1.31 2.18 1.50
21 H -2.44 0.96 1.94
22 H -2.88 2.15 0.66

***

B) DFT (the ωB97M-V functional and the def2-TZVPD basis) results for a cluster of 2 separate species, C5H15N2 in total.

Charge: +1
Multiplicity: 1
Orbital gap (eV): 5.02
E_HOMO (Ha): -0.499

Geometry (Å):
1 N 1.72 0.50 1.53
2 C 1.77 0.49 0.06
3 C 3.20 0.29 -0.41
4 C 0.88 -0.63 -0.46
5 N -0.42 -0.54 0.03
6 C -1.27 -1.61 -0.27
7 C -3.64 1.16 0.13
8 H -3.27 0.98 -0.87
9 H 1.58 1.41 1.95
10 H 1.03 -0.15 1.90
11 H 1.37 1.42 -0.37
12 H 3.64 -0.55 0.14
13 H 3.81 1.15 -0.11
14 H 3.33 0.15 -1.48
15 H 1.34 -1.63 -0.33
16 H 0.81 -0.54 -1.57
17 H -1.80 -1.30 -1.20
18 H -2.03 -1.74 0.51
19 H -0.79 -2.55 -0.53
20 H -4.06 2.16 0.21
21 H -4.41 0.42 0.36
22 H -2.79 1.11 0.80

***

C) DFT (the ωB97M-V functional and the def2-TZVPD basis) results for the ion C5H15N2 with charge +1.

Charge: +1
Multiplicity: 1
Orbital gap (eV): 9.95
E_HOMO (Ha): -0.482
SMILES string: CC[C@H]([NH3+])CNC

Geometry (Å):
1 C -0.25 -1.05 0.39
2 N -0.52 -1.65 -0.94
3 C -1.86 -1.82 -1.43
4 C 0.60 0.19 0.14
5 N -0.12 0.99 -0.99
6 C 1.71 2.13 1.55
7 C 0.69 1.01 1.41
8 H -1.08 -1.08 1.11
9 H 0.37 -1.82 0.87
10 H 0.14 -2.40 -1.09
11 H -2.46 -0.96 -1.05
12 H -2.39 -2.68 -1.00
13 H -2.07 -1.82 -2.49
14 H 1.54 0.01 -0.40
15 H -1.12 1.09 -0.81
16 H -0.01 0.36 -1.80
17 H 0.19 1.96 -0.96
18 H 1.71 2.65 0.58
19 H 2.63 1.67 1.93
20 H 1.44 2.87 2.30
21 H 0.67 0.25 2.20
22 H -0.30 1.37 1.71

***

D) DFT (the ωB97M-V functional and the def2-TZVPD basis) results for the ion C5H15N2 with charge +1.

Charge: +1
Multiplicity: 1
Orbital gap (eV): 8.94
E_HOMO (Ha): -0.458
SMILES string: CC[C@H]([NH3+])CNC

Geometry (Å):
1 C -0.31 -0.26 1.09
2 N 0.57 -1.40 0.93
3 C 1.45 -1.99 1.93
4 C -0.68 0.27 -0.28
5 N -2.14 0.87 -0.11
6 C 0.64 0.94 -2.33
7 C 0.40 1.28 -0.85
8 H -1.22 -0.69 1.53
9 H 0.04 0.50 1.80
10 H 1.12 -1.26 0.09
11 H 1.39 -1.42 2.87
12 H 2.52 -2.03 1.67
13 H 1.09 -2.99 2.15
14 H -0.84 -0.54 -0.99
15 H -2.46 0.51 0.78
16 H -2.72 0.42 -0.81
17 H -2.17 1.87 -0.30
18 H 0.84 1.84 -2.92
19 H -0.19 0.49 -2.88
20 H 1.51 0.30 -2.44
21 H 1.23 1.04 -0.19
22 H -0.05 2.26 -0.73

***

Least stable: B)

***

A) DFT (the ωB97M-V functional and the def2-TZVPD basis) results for a structure of composition C2H5FIN.

Charge: 0
Multiplicity: 1
Orbital gap (alpha / beta) (eV): 7.95 / 7.94
E_HOMO (alpha / beta) (Ha): -0.359 / -0.360

Geometry (Å):
1 C 0.60 0.12 0.01
2 C -0.78 -0.48 -0.03
3 N -0.94 -1.92 -0.26
4 F 1.86 -3.31 -1.72
5 I 0.54 -3.01 0.05
6 H 0.32 1.15 -0.18
7 H 1.16 -0.21 0.90
8 H 1.03 -0.38 -0.93
9 H -1.23 -0.35 0.91
10 H -1.46 0.17 -0.63

***

B) DFT (the ωB97M-V functional and the def2-TZVPD basis) results for a cluster of 2 separate species, C2H5FIN in total.

Charge: 0
Multiplicity: 1
Orbital gap (eV): 8.80
E_HOMO (Ha): -0.347
SMILES string: C=C.FNI

Geometry (Å):
1 C -0.63 1.74 0.15
2 C -0.33 1.06 -0.99
3 N -2.93 -1.64 0.45
4 F -3.92 -2.12 1.43
5 I -3.74 0.17 -0.25
6 H -0.54 1.37 1.16
7 H -1.19 2.71 -0.04
8 H -2.09 -1.47 1.07
9 H 0.42 0.20 -0.96
10 H -0.45 1.46 -2.01

***

C) DFT (the ωB97M-V functional and the def2-TZVPD basis) results for a cluster of 2 separate species, C2H5FIN in total.

Charge: 0
Multiplicity: 1
Orbital gap (eV): 9.28
E_HOMO (Ha): -0.332

Geometry (Å):
1 C 0.66 -0.02 -0.08
2 C -1.74 -0.32 -0.39
3 N -0.68 0.51 -0.20
4 F -2.87 0.36 -0.60
5 I -1.57 -1.85 -2.00
6 H 1.21 0.57 0.66
7 H 0.60 -1.05 0.27
8 H 1.20 0.01 -1.03
9 H -1.99 -1.10 0.90
10 H -0.75 1.38 -0.72

***

Least stable: A)

***

A) DFT (the ωB97M-V functional and the def2-TZVPD basis) results for the molecule C3H4ClIO.

Charge: 0
Multiplicity: 1
Orbital gap (eV): 9.91
E_HOMO (Ha): -0.362
SMILES string: C[C@@H](I)C(=O)Cl

Geometry (Å):
1 C -0.49 -1.27 -0.14
2 C 0.71 0.78 -0.27
3 C -0.40 0.23 0.58
4 O -1.21 -1.57 -1.03
5 Cl 0.67 -2.37 0.49
6 I -2.32 1.21 0.18
7 H 0.40 1.08 -1.20
8 H 1.09 1.77 0.20
9 H 1.63 0.13 -0.37
10 H -0.08 0.01 1.55

***

B) DFT (the ωB97M-V functional and the def2-TZVPD basis) results for a structure of composition C3H4ClIO.

Charge: 0
Multiplicity: 1
Orbital gap (eV): 9.58
E_HOMO (Ha): -0.335

Geometry (Å):
1 C -1.64 -0.11 -0.21
2 C 1.13 -0.61 0.15
3 C 0.21 0.60 0.25
4 O -2.06 -1.05 0.34
5 Cl -2.26 0.77 -1.54
6 I 0.63 2.23 -0.92
7 H 1.36 -1.06 1.23
8 H 0.52 -1.37 -0.32
9 H 2.06 -0.40 -0.24
10 H 0.05 0.99 1.27

***

Least stable: B)

***

A) DFT (the ωB97M-V functional and the def2-TZVPD basis) results for the ion C2H7N4 with charge +1.

Charge: +1
Multiplicity: 1
Orbital gap (eV): 9.52
E_HOMO (Ha): -0.539
SMILES string: N[N+]1=NCCN1

Geometry (Å):
1 C 1.00 -1.11 -0.06
2 C 1.12 0.46 -0.13
3 N -0.40 -1.32 0.00
4 N -0.22 0.88 -0.01
5 N -0.99 -0.19 0.07
6 N -2.33 -0.09 -0.14
7 H 1.64 -1.80 -0.85
8 H 1.38 -1.35 0.92
9 H 1.61 0.70 0.82
10 H 1.60 0.88 -1.06
11 H -0.61 1.82 -0.28
12 H -2.66 -1.00 -0.46
13 H -2.93 0.22 0.69

***

B) DFT (the ωB97M-V functional and the def2-TZVPD basis) results for a structure of composition C2H7N4.

Charge: +1
Multiplicity: 1
Orbital gap (eV): 9.83
E_HOMO (Ha): -0.531

Geometry (Å):
1 C 0.50 0.16 0.13
2 C 1.88 -0.46 -0.19
3 N -3.20 -0.21 -0.14
4 N -2.19 0.26 0.17
5 N 0.48 1.40 0.59
6 N -0.62 -0.51 -0.17
7 H 2.07 -1.48 0.29
8 H 2.67 0.13 0.15
9 H 1.82 -0.54 -1.23
10 H -3.57 -1.09 -0.35
11 H 1.26 1.91 0.81
12 H -0.53 1.73 0.85
13 H -0.58 -1.29 -0.90

***

C) DFT (the ωB97M-V functional and the def2-TZVPD basis) results for the ion C2H7N4 with charge +1.

Charge: +1
Multiplicity: 1
Orbital gap (eV): 9.79
E_HOMO (Ha): -0.504
SMILES string: [NH+]#CNCNN

Geometry (Å):
1 C -0.30 1.56 -1.15
2 C -0.95 -0.58 0.58
3 N -1.05 0.97 -0.35
4 N 0.59 1.87 -1.86
5 N 0.23 -0.86 1.15
6 N 1.26 -1.27 0.31
7 H -1.89 -0.33 1.08
8 H -1.25 -1.29 -0.08
9 H -2.03 1.14 -0.61
10 H 1.27 2.48 -2.05
11 H 0.62 -0.39 1.95
12 H 2.09 -1.02 0.82
13 H 1.42 -2.26 0.21

***

D) DFT (the ωB97M-V functional and the def2-TZVPD basis) results for a cluster of 2 separate species, C2H7N4 in total.

Charge: +1
Multiplicity: 1
Orbital gap (eV): 12.04
E_HOMO (Ha): -0.587

Geometry (Å):
1 C -1.81 0.12 0.69
2 C -0.70 0.59 -0.03
3 N 3.09 -0.13 -0.13
4 N 4.10 -0.03 0.30
5 N -0.21 1.70 -0.27
6 N 0.14 -0.73 -0.58
7 H -2.72 -0.27 0.11
8 H -2.23 0.89 1.46
9 H -1.47 -0.77 1.21
10 H 0.72 1.72 -0.73
11 H 0.37 -0.62 -1.64
12 H -0.23 -1.65 -0.56
13 H 0.97 -0.82 0.17

***

Least stable: A)

***

A) DFT (the ωB97M-V functional and the def2-TZVPD basis) results for a structure of composition C2H8N3O.

Charge: -1
Multiplicity: 1
Orbital gap (eV): 6.68
E_HOMO (Ha): -0.081

Geometry (Å):
1 C 1.67 0.66 0.23
2 C 1.07 -0.49 -0.51
3 N -1.95 -0.25 1.03
4 N -1.48 -1.10 0.00
5 N -0.66 -0.13 -1.13
6 O -0.98 1.12 -0.93
7 H 2.63 0.92 -0.09
8 H 1.09 1.59 0.03
9 H 1.52 0.49 1.25
10 H 1.55 -0.74 -1.46
11 H 0.84 -1.37 0.10
12 H -1.16 -0.06 1.71
13 H -1.83 0.64 0.31
14 H -2.32 -1.27 -0.54

***

B) DFT (the ωB97M-V functional and the def2-TZVPD basis) results for a cluster of 2 separate species, C2H8N3O in total.

Charge: -1
Multiplicity: 1
Orbital gap (eV): 7.81
E_HOMO (Ha): -0.125

Geometry (Å):
1 N 1.23 -0.46 -1.44
2 C 1.24 0.90 -0.88
3 O 1.37 0.97 0.51
4 H 2.08 -0.94 -1.20
5 H 0.43 -0.96 -1.05
6 H 2.07 1.49 -1.34
7 H 0.28 1.37 -1.20
8 N -0.98 0.47 1.26
9 C -1.71 -0.58 0.80
10 N -1.29 -1.37 -0.18
11 H -1.46 0.98 2.01
12 H 0.44 0.77 0.90
13 H -2.69 -0.78 1.24
14 H -2.02 -2.11 -0.35

***

Least stable: A)